No. 1
{"formula": "C27H29F6GeN3O4Pd", "method": "ωB97M-V with the def2-TZVPD basis set", "species": ["Pd", "F", "C", "C", "C", "C", "O", "C", "C", "N", "C", "C", "C", "C", "C", "C", "N", "C", "C", "N", "C", "C", "C", "O", "O", "H", "H", "H", "H", "H", "H", "H", "H", "H", "H", "H", "H", "H", "H", "H", "H", "H", "H", "F", "C", "C", "F", "C", "F", "C", "O", "C", "F", "C", "F", "C", "Ge", "C", "C", "C", "H", "H", "H", "H", "H", "H", "H", "H", "H", "H", "H"], "xyz": [[-4.422115, 0.943254, 0.604970], [2.719410, -2.431450, 0.188763], [2.453232, -1.124385, 0.316844], [1.145958, -0.765419, 0.396074], [0.777447, 0.582770, 0.564025], [-0.565187, 1.025318, 0.713386], [-1.594706, 0.144517, 0.653278], [-0.861507, 2.350085, 0.924345], [0.213096, 3.229660, 0.932354], [1.478665, 2.868874, 0.770757], [2.519150, 3.897154, 0.819551], [2.273341, 5.201438, 0.132135], [3.263204, 4.233196, -0.440711], [1.814243, 1.535281, 0.616811], [3.153565, 1.138536, 0.520189], [3.520091, -0.191221, 0.389129], [4.865410, -0.559520, 0.303091], [5.275762, -1.955974, 0.083266], [6.796327, -2.022461, -0.077931], [7.265536, -0.757210, -0.734535], [7.096226, 0.420122, 0.199096], [5.866864, 0.173928, 1.073344], [-2.241583, 3.017882, 1.188243], [-2.232463, 4.226350, 1.119061], [-3.191462, 2.244711, 1.541086], [0.426951, -1.574093, 0.352397], [0.001622, 4.280378, 1.084176], [3.040853, 3.897810, 1.767821], [2.634903, 6.088019, 0.631452], [1.344916, 5.332934, -0.406482], [4.317841, 4.455259, -0.354055], [2.970169, 3.713473, -1.343547], [3.907458, 1.908762, 0.529649], [4.803043, -2.328712, -0.822428], [4.998936, -2.618060, 0.906427], [7.084473, -2.868614, -0.696632], [7.325173, -2.091694, 0.870110], [6.713444, -0.598605, -1.579296], [8.239870, -0.838669, -1.029162], [6.996806, 1.307223, -0.422138], [8.002667, 0.500604, 0.795637], [5.487962, 1.130191, 1.414680], [6.136590, -0.387356, 1.973611], [-7.945876, -4.830312, 2.029040], [-7.478157, -3.665841, 1.588315], [-6.214731, -3.239187, 1.947984], [-5.449498, -3.989860, 2.741866], [-5.746756, -2.023400, 1.489316], [-4.509831, -1.621962, 1.878743], [-6.493689, -1.194092, 0.648755], [-6.065631, -0.029358, 0.181406], [-7.766897, -1.655879, 0.303457], [-8.529411, -0.911303, -0.495827], [-8.253341, -2.863892, 0.766762], [-9.469224, -3.266811, 0.416844], [-3.425299, -2.717281, -0.912640], [-3.136000, -1.038020, -1.845934], [-1.404821, -1.023169, -2.766119], [-4.612699, -0.445550, -2.953727], [-3.023415, 0.476308, -0.536822], [-3.672614, -3.487749, -1.643538], [-4.247305, -2.634229, -0.207599], [-2.537914, -3.055269, -0.372559], [-1.452407, -1.658976, -3.650773], [-0.602051, -1.409139, -2.132881], [-1.142973, -0.015004, -3.090675], [-4.936946, -1.276183, -3.580866], [-4.316204, 0.382768, -3.595685], [-5.450407, -0.134836, -2.329590], [-2.596275, 1.384118, -0.978269], [-1.341791, -0.790195, 0.632174]], "atomic_forces_ev_per_a": [[0.06, 0.35, 0.83], [0.00, 0.02, 0.00], [-0.08, -0.11, 0.01], [0.00, 0.02, 0.00], [0.08, 0.05, 0.03], [-0.03, 0.06, 0.11], [0.14, -0.12, 0.03], [-0.01, -0.02, -0.07], [0.03, 0.06, 0.01], [0.02, 0.05, -0.03], [-0.02, -0.03, 0.01], [-0.01, 0.00, 0.02], [0.01, 0.00, 0.02], [-0.08, -0.10, 0.02], [0.04, -0.01, -0.03], [0.08, 0.10, -0.04], [0.04, -0.02, 0.07], [0.01, 0.02, -0.03], [-0.01, 0.02, -0.02], [0.00, 0.00, 0.01], [0.00, -0.02, 0.00], [-0.02, -0.01, 0.00], [-0.06, 0.01, 0.06], [0.00, -0.04, -0.03], [0.13, 0.00, -0.14], [0.00, 0.00, -0.02], [0.00, 0.00, -0.01], [0.02, 0.01, -0.01], [0.00, 0.00, 0.00], [0.01, 0.00, 0.00], [0.00, 0.00, -0.01], [0.00, 0.00, 0.00], [0.00, -0.01, -0.01], [-0.01, 0.00, 0.00], [0.01, 0.00, 0.01], [0.00, 0.00, 0.00], [0.00, 0.00, 0.00], [0.00, 0.00, 0.00], [0.00, 0.00, 0.01], [-0.01, 0.00, 0.00], [0.00, 0.01, 0.00], [-0.01, 0.00, 0.01], [0.01, -0.01, -0.01], [0.01, 0.01, -0.01], [-0.01, -0.08, 0.05], [-0.01, -0.03, 0.05], [0.01, 0.01, -0.02], [-0.09, 0.16, 0.07], [-0.03, -0.03, 0.03], [0.33, -0.15, 0.08], [-0.02, 0.06, -0.41], [0.00, 0.01, -0.08], [0.01, -0.02, 0.00], [-0.07, 0.00, -0.03], [0.02, 0.01, 0.00], [0.08, 0.00, -0.04], [0.14, -0.22, 0.14], [0.00, 0.00, 0.00], [-0.05, 0.08, 0.02], [-1.02, -0.03, -0.77], [0.01, 0.00, -0.01], [0.00, -0.04, -0.11], [0.00, 0.02, 0.00], [0.00, 0.01, 0.01], [-0.01, 0.00, 0.01], [-0.01, -0.01, -0.01], [0.03, 0.00, -0.01], [0.01, -0.01, -0.01], [0.00, -0.03, 0.02], [0.32, -0.03, 0.20], [0.03, 0.02, 0.00]], "lowdin_charge": [1.060, 0.095, -0.173, 0.091, -0.038, -0.123, 0.022, 0.021, 0.095, 0.053, -0.237, -0.057, -0.077, -0.088, 0.079, -0.106, -0.067, -0.114, -0.071, 0.072, -0.058, -0.117, -0.584, 0.107, -0.129, 0.140, 0.160, 0.165, 0.124, 0.121, 0.112, 0.120, 0.108, 0.136, 0.143, 0.148, 0.142, 0.188, 0.192, 0.140, 0.145, 0.123, 0.144, 0.138, -0.142, -0.150, 0.127, -0.180, 0.038, -0.278, -0.217, -0.141, 0.130, -0.136, 0.145, -0.177, 0.802, -0.207, -0.177, -0.197, 0.042, 0.000, 0.027, 0.032, 0.001, 0.026, 0.041, 0.036, 0.020, 0.053, 0.138], "relative_energy_kcal_mol": 32.99, "max_force_ev_per_a": 1.28, "charge": 2, "lumo_ev": -6.7948}

---

No. 2
{"formula": "C27H29FN2O3SbSe5W", "method": "ωB97M-V with the def2-TZVPD basis set", "species": ["W", "C", "C", "C", "C", "C", "C", "C", "C", "C", "C", "C", "C", "H", "H", "H", "H", "H", "H", "H", "H", "H", "H", "H", "H", "H", "H", "H", "H", "H", "H", "Se", "Sb", "Se", "Se", "Se", "C", "C", "C", "C", "C", "C", "C", "F", "C", "C", "C", "O", "C", "C", "N", "C", "C", "O", "O", "H", "H", "H", "H", "H", "H", "H", "H", "H", "H", "H", "Se", "C", "N"], "xyz": [[-0.515733, 1.363588, 0.144783], [-2.944160, 2.893992, -3.413338], [-1.520450, 2.404643, -3.354433], [-1.178522, 1.094962, -3.704415], [-2.240556, 0.077134, -4.043259], [0.162561, 0.700293, -3.677284], [0.545473, -0.674860, -4.166576], [1.144713, 1.558937, -3.171507], [2.547699, 1.024973, -2.996268], [0.803881, 2.871439, -2.811691], [1.831058, 3.857431, -2.306611], [-0.527487, 3.297426, -2.929983], [-0.925790, 4.714572, -2.613732], [-3.318452, 3.117598, -2.410235], [-3.614680, 2.167937, -3.863845], [-3.010597, 3.814029, -3.997689], [-2.459796, 0.041201, -5.115650], [-3.168652, 0.286486, -3.517198], [-1.933476, -0.918884, -3.728742], [0.489204, -1.415427, -3.363016], [1.559109, -0.683037, -4.565768], [-0.119430, -1.003332, -4.964460], [3.138353, 1.096079, -3.915545], [2.518501, -0.024218, -2.702840], [3.085824, 1.548585, -2.211447], [1.550459, 4.247981, -1.325803], [1.915014, 4.709330, -2.986247], [2.820322, 3.421154, -2.210719], [-1.191775, 5.258620, -3.525481], [-0.142369, 5.274005, -2.113440], [-1.799028, 4.740105, -1.961942], [-5.022490, 4.843883, 1.439535], [-2.780342, 5.596881, 1.656940], [-1.133576, 3.571498, 0.692867], [1.730124, 1.315793, 0.513999], [-1.941737, 7.460694, 0.449621], [1.599108, -5.524951, 1.999966], [1.915803, -4.379502, 2.951033], [1.665148, -4.792263, 4.390114], [1.957214, -3.649935, 5.342451], [1.129279, -2.455035, 4.972713], [0.724346, -1.538718, 5.913015], [-0.035698, -0.426206, 5.545154], [-0.389504, 0.432134, 6.516714], [-0.410375, -0.202962, 4.257009], [-0.015630, -1.136948, 3.277739], [-0.373780, -0.885791, 1.907540], [-1.118709, 0.113476, 1.625522], [0.114770, -1.785966, 0.945352], [0.801435, -2.888121, 1.360877], [1.120838, -3.161896, 2.635055], [0.747380, -2.261603, 3.625666], [-0.093867, -1.599645, -0.553586], [0.037554, -2.566821, -1.278387], [-0.357690, -0.392227, -0.926864], [2.077999, -6.427310, 2.380620], [1.971554, -5.363633, 0.991234], [0.523549, -5.701077, 1.952452], [2.969671, -4.099062, 2.845304], [2.304920, -5.648231, 4.608644], [0.627412, -5.122572, 4.494840], [3.019621, -3.390782, 5.283540], [1.756358, -3.935964, 6.375150], [0.991679, -1.663270, 6.955025], [-0.987284, 0.661094, 3.961159], [1.090658, -3.583628, 0.586235], [-4.033785, -1.433053, -0.776811], [-3.155317, 0.082661, -0.721201], [-2.527852, 1.076315, -0.671858]], "atomic_forces_ev_per_a": [[-0.37, 0.83, 0.14], [0.01, 0.01, 0.00], [0.07, -0.06, -0.04], [0.02, 0.07, 0.00], [0.01, -0.01, 0.03], [0.01, 0.07, -0.04], [0.00, 0.00, 0.02], [-0.03, 0.03, -0.09], [-0.02, -0.01, 0.01], [-0.05, -0.01, 0.11], [0.04, -0.01, -0.03], [-0.03, -0.08, -0.05], [0.00, 0.02, 0.00], [0.00, -0.01, -0.01], [0.01, 0.03, -0.01], [-0.01, 0.03, 0.01], [0.00, 0.00, -0.01], [0.00, -0.02, -0.03], [0.00, 0.00, 0.00], [-0.01, 0.00, -0.01], [0.00, 0.00, -0.01], [0.00, 0.00, 0.00], [-0.01, 0.01, -0.01], [0.01, 0.00, 0.00], [0.01, 0.00, -0.01], [0.00, -0.01, 0.01], [-0.01, 0.01, 0.01], [0.00, 0.01, -0.03], [0.00, -0.01, -0.03], [0.00, 0.01, 0.02], [-0.03, 0.03, 0.00], [-0.15, -0.03, -0.01], [0.01, -0.23, 0.05], [0.27, 0.06, -0.01], [0.29, 0.12, 0.03], [0.06, 0.15, -0.10], [0.02, -0.02, 0.03], [0.02, 0.09, -0.07], [0.02, -0.11, 0.02], [0.04, 0.03, 0.04], [-0.08, 0.09, -0.04], [0.00, 0.00, -0.05], [0.05, -0.07, 0.00], [-0.01, 0.02, 0.00], [0.07, -0.15, -0.08], [-0.17, 0.15, 0.33], [-0.01, -0.40, -0.28], [0.13, 0.10, 0.28], [-0.13, 0.19, -0.19], [-0.02, -0.04, -0.17], [-0.11, -0.02, -0.11], [0.01, 0.04, 0.11], [-0.06, 0.32, 0.44], [0.12, -0.05, -0.13], [-0.01, -0.89, -0.30], [0.00, 0.00, 0.00], [-0.01, 0.01, 0.00], [0.00, 0.00, 0.00], [-0.01, -0.03, 0.03], [-0.02, -0.01, 0.00], [-0.01, 0.02, 0.00], [0.00, -0.01, 0.01], [0.00, 0.00, 0.00], [0.01, -0.02, 0.00], [-0.01, 0.03, 0.01], [0.07, -0.04, 0.10], [-0.23, -0.29, 0.00], [0.14, 0.49, 0.02], [0.07, -0.40, 0.10]], "nbo_charge": [1.086, -0.643, -0.004, -0.004, -0.647, -0.018, -0.656, 0.050, -0.656, -0.036, -0.645, -0.016, -0.649, 0.237, 0.213, 0.208, 0.203, 0.227, 0.231, 0.250, 0.203, 0.210, 0.204, 0.219, 0.217, 0.230, 0.210, 0.209, 0.209, 0.225, 0.233, -0.569, 0.872, -0.400, -0.244, -0.612, -0.620, -0.024, -0.400, -0.422, -0.018, -0.229, 0.388, -0.316, -0.231, -0.058, 0.501, -0.661, -0.274, 0.144, -0.325, 0.157, 0.813, -0.641, -0.731, 0.223, 0.226, 0.226, 0.201, 0.221, 0.213, 0.218, 0.225, 0.227, 0.268, 0.250, -0.203, 0.193, -0.688], "relative_energy_kcal_mol": 57.54, "max_force_ev_per_a": 0.94, "s2": 2.050, "charge": -1, "lumo_ev": [0.9688, 0.4986], "multiplicity": 3}

---

Question: Which value of charge does entry 2 give?
Answer: -1

---

Question: Which value of charge does entry 1 give?
Answer: +2

---

Question: Which of these has the lowest charge?
Answer: C27H29FN2O3SbSe5W

---

Question: Which formula does entry 1 have?
Answer: C27H29F6GeN3O4Pd